DFT (ωB97M-V with the def2-TZVPD basis set) results for C18H36CaF6O18P as an isolated structure in a non-equilibrium geometry.

```
80
Properties=species:S:1:pos:R:3:forces:R:3:mulliken_charge:R:1
Ca -8.486 -13.553 13.717 -1.0 -0.7 0.4 2.22
P -10.243 -16.377 13.591 1.2 -3.5 0.4 1.62
F -11.238 -15.467 14.460 -0.4 -0.1 -1.3 -0.39
F -9.871 -15.254 12.484 -1.6 0.9 -0.9 -0.46
F -9.019 -15.674 14.397 1.0 0.6 1.4 -0.44
F -9.100 -17.271 12.841 0.1 -0.4 -0.5 -0.53
F -10.221 -17.516 14.736 -1.0 0.2 0.0 -0.38
F -11.375 -17.156 12.704 0.6 1.8 1.0 -0.36
C -6.002 -12.887 9.951 0.3 -1.6 1.0 -0.15
O -6.949 -11.851 9.913 -0.1 0.8 -0.4 -0.43
C -7.826 -11.761 10.899 -0.1 -0.3 0.4 0.38
O -8.127 -12.660 11.680 0.4 1.5 -1.5 -0.05
O -8.298 -10.520 10.888 1.1 -0.7 -0.1 -0.43
C -9.382 -10.194 11.732 -1.3 -0.1 -0.6 -0.34
H -5.253 -12.853 9.163 -0.4 0.7 -0.2 0.34
H -6.489 -13.862 9.902 -0.1 0.1 -0.1 0.09
H -5.488 -12.851 10.913 0.1 0.0 0.0 -0.12
H -9.212 -10.321 12.799 0.3 0.1 -0.1 0.01
H -10.212 -10.835 11.432 -0.1 0.1 0.3 0.19
H -9.617 -9.176 11.428 0.0 0.0 0.5 0.31
C -3.575 -15.687 13.694 0.0 0.7 0.7 -0.86
O -4.857 -15.028 13.562 0.0 0.2 -0.4 0.01
C -5.808 -15.400 12.715 -0.9 0.3 0.3 0.16
O -6.908 -14.852 12.732 1.9 -0.9 -0.4 0.07
O -5.454 -16.379 11.914 0.2 0.3 -0.2 -0.45
C -6.466 -16.817 10.996 -0.8 -1.0 -0.5 -0.36
H -3.150 -15.084 14.497 0.1 -0.5 0.3 0.24
H -2.862 -15.559 12.880 -0.6 -0.2 -0.6 0.31
H -3.719 -16.721 13.998 0.1 0.0 -0.2 0.33
H -6.095 -17.685 10.453 0.5 0.1 0.2 0.30
H -6.745 -16.083 10.243 0.2 0.4 0.3 0.16
H -7.350 -17.152 11.538 0.0 0.3 0.1 0.11
C -6.779 -8.529 14.133 -0.2 1.2 0.8 -0.93
O -7.261 -9.863 14.252 0.7 -1.4 0.0 -0.24
C -6.460 -10.923 14.076 -0.3 -0.4 -0.6 -0.26
O -6.884 -12.070 14.159 0.9 2.1 0.2 0.66
O -5.224 -10.604 13.711 -0.6 0.3 1.2 -0.54
C -4.269 -11.657 13.544 0.5 0.1 -0.8 -0.26
H -7.357 -7.992 14.887 -0.2 0.1 -0.3 0.28
H -6.982 -8.103 13.152 0.1 -0.3 -0.1 0.28
H -5.748 -8.348 14.431 0.1 -0.6 -0.3 0.39
H -4.734 -12.405 12.905 0.4 -0.2 0.1 -0.17
H -3.840 -12.108 14.437 -0.8 0.1 0.4 0.07
H -3.440 -11.125 13.079 -0.1 -0.3 -0.4 0.37
C -9.762 -14.582 18.629 0.0 -0.4 1.0 -0.83
O -9.948 -14.212 17.257 0.4 -0.9 -0.4 -0.15
C -9.566 -13.051 16.816 0.6 1.1 0.6 0.34
O -9.563 -12.713 15.642 -0.1 -0.3 1.3 0.00
O -9.175 -12.246 17.840 -0.8 -0.4 -0.6 -0.42
C -9.140 -10.840 17.602 0.4 0.4 0.0 -0.51
H -9.968 -15.643 18.762 -0.6 0.1 -0.6 0.30
H -10.413 -13.987 19.265 0.0 -0.1 0.0 0.33
H -8.748 -14.529 19.029 0.2 0.7 -0.6 0.29
H -8.488 -10.630 16.755 0.1 0.2 0.1 0.02
H -8.798 -10.412 18.542 0.4 0.0 -0.2 0.30
H -10.111 -10.373 17.430 -0.2 -0.5 -0.2 0.30
C -12.001 -13.807 10.979 0.4 -0.4 -1.5 -0.49
O -12.597 -13.214 12.094 -0.5 0.8 1.0 -0.45
C -11.870 -12.607 13.001 1.9 -0.7 0.0 0.58
O -10.636 -12.666 13.090 -1.7 0.5 -0.2 0.08
O -12.666 -11.943 13.797 -0.7 0.4 0.5 -0.42
C -12.138 -11.093 14.798 1.4 1.1 0.6 -0.42
H -12.828 -13.933 10.282 0.1 -0.4 0.1 0.29
H -11.486 -14.738 11.202 -0.3 0.0 0.1 0.13
H -11.288 -13.160 10.462 0.1 0.3 0.4 0.20
H -11.330 -11.507 15.397 -0.4 -0.8 -0.1 -0.12
H -12.911 -10.694 15.449 -0.4 -0.5 -0.3 0.34
H -11.621 -10.220 14.390 -0.4 0.1 -0.6 0.32
C -4.482 -13.046 17.307 1.2 -0.5 -0.4 -0.99
O -5.317 -13.421 16.217 -1.1 0.7 -0.2 0.36
C -6.233 -14.399 16.318 1.1 -0.6 -0.8 0.05
O -7.250 -14.405 15.673 0.1 0.5 0.5 0.17
O -5.783 -15.437 17.012 0.2 0.3 0.7 -0.37
C -6.635 -16.599 17.091 -0.6 0.2 -0.3 -0.61
H -3.583 -13.663 17.226 -0.3 -0.6 0.9 0.33
H -5.040 -13.056 18.239 0.4 -0.2 0.1 0.33
H -4.011 -12.079 17.123 -0.9 0.4 -0.2 0.29
H -7.169 -16.638 18.040 0.2 0.2 0.1 0.27
H -6.012 -17.486 17.004 0.1 0.2 -0.2 0.28
H -7.373 -16.498 16.297 0.0 -0.5 -0.1 0.16
```
Positions in Å, forces in eV/Å.

Computed properties:
net charge = +1
electronic energy = -3680.15189 Ha
largest force on an atom = 3.76 eV Å⁻¹
Kohn-Sham gap = 0.4135 Eh
relative energy (zero: lowest compared OMol25 entry of this formula, charge and spin) = 188.61 kJ/mol